(1)
The following is a DFT calculation (ωB97M-V/def2-TZVPD) of the molecule C7H12O2S at a distorted geometry.

The HOMO-LUMO gap comes out at 9.55 eV. The value obtained for the energy relative to the best compared isomer or geometry (same formula, charge and spin) is 66.3 kJ/mol. The spin multiplicity is 1. The calculation puts the strongest force on any atom at 3.48 eV/Å. The total energy is -22381.748 eV.

CARTESIAN COORDINATES (ANGSTROEM)
1 C 0.72188 -0.36252 0.63522
2 C -0.03752 1.65141 -0.52675
3 C 0.97782 1.11761 0.41023
4 C -0.93300 -0.77490 -0.08393
5 C 2.47761 1.30109 0.15652
6 C -1.85940 -1.59470 0.82634
7 C -0.56221 -1.46554 -1.36599
8 O 1.40982 -1.18351 1.15784
9 O -1.87816 1.14780 1.23599
10 S -1.62440 0.90841 -0.23858
11 H -0.07585 2.65534 -0.35942
12 H 0.08056 1.45036 -1.61021
13 H 0.83579 1.56537 1.41086
14 H 2.90272 2.10562 0.66180
15 H 2.59106 1.43703 -0.85873
16 H 2.89399 0.38047 0.40813
17 H -1.37321 -2.46037 1.38389
18 H -2.65040 -2.00573 0.15553
19 H -2.42295 -1.04341 1.53034
20 H -0.34287 -2.50430 -1.09348
21 H 0.29366 -0.95885 -1.74158
22 H -1.42494 -1.36670 -2.09404

=====

(2)
The following is a DFT calculation (ωB97M-V/def2-TZVPD) of a cluster of 2 separate species, C3H4N2O in total.

The HOMO-LUMO gap comes out at 10.11 eV. The value obtained for the energy relative to the best compared isomer or geometry (same formula, charge and spin) is 533.2 kJ/mol. As for the SMILES: C#[N+][O-].C#CN. The spin multiplicity is 1. The calculation puts the strongest force on any atom at 0.85 eV/Å. The total energy is -8198.359 eV.

CARTESIAN COORDINATES (ANGSTROEM)
1 C 1.04738 -0.87993 1.30223
2 N 1.84235 -0.16375 1.75001
3 O 2.68978 0.54196 2.23598
4 H 0.20545 -1.29682 0.78072
5 C -0.40115 1.63531 -1.00998
6 C -0.83051 0.51266 -0.93978
7 N -1.26989 -0.77512 -0.79533
8 H -0.03265 2.63357 -1.08909
9 H -0.97532 -1.37498 -1.55773
10 H -2.27543 -0.83290 -0.67705

=====

(3)
The following is a DFT calculation (ωB97M-V/def2-TZVPD) of the molecule C4H7NOS at a distorted geometry.

The HOMO-LUMO gap comes out at 8.06 eV. The value obtained for the energy relative to the best compared isomer or geometry (same formula, charge and spin) is 258.4 kJ/mol. As for the SMILES: N/C(=C\C=S)CO. The spin multiplicity is 1. The calculation puts the strongest force on any atom at 8.87 eV/Å. The total energy is -18631.871 eV.

CARTESIAN COORDINATES (ANGSTROEM)
1 N 0.30401 -1.27102 0.09737
2 C -0.15425 -0.04162 0.11076
3 C 0.92313 0.95621 0.04065
4 C 2.27811 0.64921 -0.18667
5 S 3.04009 -0.79345 0.03860
6 C -1.64792 0.21290 0.33126
7 O -2.60123 -0.76888 -0.23659
8 H -0.53598 -1.90761 -0.11092
9 H 1.18847 -1.48660 0.34282
10 H 0.49382 2.01865 0.21393
11 H 2.87137 1.56886 -0.79582
12 H -1.74178 1.23009 -0.09478
13 H -1.68421 0.20750 1.43115
14 H -2.73363 -0.57425 -1.18176

=====

| no. | HOMO level (eV) | LUMO level (eV) |
| --- | --- | --- |
| 1 | -8.9 | 0.6 |
| 2 | -9.5 | 0.6 |
| 3 | -8.1 | -0.1 |